A structure of composition C46H40BrN4O3P2Sn in a non-equilibrium geometry, computed with ωB97M-V/def2-TZVPD.

Orbital gap (alpha / beta) = 0.2083 / 0.2200 hartree
Highest occupied orbital energy (alpha / beta) = -15.580 / -15.592 eV
LUMO (alpha / beta) = -9.91 / -9.61 eV

```
! wB97M-V def2-TZVPD RIJCOSX def2/J DEFGRID3
* xyz 3 1
Sn 1.24464 0.44754 0.91204
Br -2.95321 3.90586 6.05948
C -1.85211 3.48772 4.67855
C -2.14298 4.05243 3.37800
C -1.35114 3.74978 2.34362
C -0.17691 2.87941 2.53521
O 0.63231 2.70129 1.64347
C 0.05173 2.25395 3.88131
C 1.15452 1.34332 4.13311
N 1.79874 0.70298 3.20929
C 2.90297 -0.11065 3.52146
C 3.12296 -0.72283 4.74262
C 4.28462 -1.46476 4.97959
C 5.24316 -1.56794 4.00269
C 5.03164 -1.00134 2.72383
C 5.98293 -1.09479 1.67876
C 5.70237 -0.56540 0.45023
C 4.45406 0.03510 0.25069
N 3.55723 0.18560 1.21860
C 3.83692 -0.31236 2.46360
C -0.76847 2.61687 4.90912
H -2.99155 4.71701 3.26269
H -1.51440 4.15623 1.35141
H 1.45345 1.25045 5.17520
H 2.37125 -0.66026 5.52418
H 4.43205 -1.93988 5.94207
H 6.17126 -2.09713 4.19433
H 6.93459 -1.58461 1.86974
H 6.41430 -0.61398 -0.36259
H 4.17892 0.41620 -0.72829
H -0.61576 2.20554 5.90093
O 0.82959 0.13865 -1.31097
P 0.01284 0.78387 -2.43029
C -1.48413 1.55029 -1.76004
P -2.08087 0.60923 -0.33008
O -1.03228 0.56359 0.77090
C -3.54587 1.44574 0.24443
C -4.41906 2.12048 -0.61238
C -5.54243 2.75294 -0.09649
C -5.80547 2.70194 1.26773
C -4.93722 2.03384 2.12563
C -3.80781 1.40459 1.61873
C -2.47595 -1.01170 -0.94769
C -1.79298 -2.11600 -0.43700
C -2.07793 -3.38598 -0.92320
C -3.04344 -3.55101 -1.90576
C -3.72835 -2.45026 -2.41377
C -3.45395 -1.18034 -1.92881
C 0.92242 2.08658 -3.23568
C 2.29845 1.89047 -3.40386
C 3.08434 2.91113 -3.92129
C 2.50046 4.12183 -4.28239
C 1.13222 4.30828 -4.14442
C 0.33889 3.28993 -3.63119
C -0.49717 -0.41715 -3.63910
C -1.27382 -0.02276 -4.72797
C -1.60201 -0.94644 -5.70916
C -1.13459 -2.25285 -5.61612
C -0.36646 -2.64740 -4.53230
C -0.04147 -1.72927 -3.53931
H -2.25151 1.57917 -2.53737
H -1.25777 2.56468 -1.42849
H -4.23529 2.16391 -1.68201
H -6.21599 3.28203 -0.76056
H -6.69743 3.17699 1.66048
H -5.15217 1.98846 3.18838
H -3.12925 0.87250 2.27825
H -1.04788 -1.97415 0.33752
H -1.55597 -4.25197 -0.52349
H -3.28638 -4.54538 -2.26364
H -4.48836 -2.58622 -3.17420
H -4.01545 -0.32857 -2.30679
H 2.74556 0.93866 -3.13498
H 4.15020 2.76229 -4.05122
H 3.11395 4.91797 -4.68767
H 0.68025 5.24826 -4.43852
H -0.73388 3.44373 -3.55508
H -1.60820 1.00885 -4.82688
H -2.20397 -0.64396 -6.55763
H -1.35787 -2.96152 -6.40643
H -0.00689 -3.66876 -4.46957
H 0.55609 -2.02092 -2.68354
C 1.57745 -5.02455 -0.78729
C 1.28728 -3.94288 0.20535
C 0.64752 -3.97467 1.42671
C 0.65472 -2.66062 1.91136
N 1.28138 -1.86369 1.04290
N 1.64009 -2.66133 0.00455
C 0.10878 -2.13928 3.20338
H 1.29258 -5.99222 -0.37883
H 2.64123 -5.05931 -1.03718
H 1.02044 -4.86488 -1.71372
H 0.22416 -4.84566 1.90914
H 2.14936 -2.28583 -0.77395
H -0.76664 -2.70851 3.51113
H -0.18224 -1.09114 3.11402
H 0.85606 -2.22504 3.99277
*
```

Here are the Löwdin charges for atoms 1 to 8, given in e: 1.542, 0.986, -0.665, -0.082, 0.043, -0.340, -0.050, -0.085

=====

A cluster of 2 separate species, HN3O2 in total in a non-equilibrium geometry, computed with ωB97M-V/def2-TZVPD.

Orbital gap (alpha / beta) = 0.3138 / 0.2905 hartree
Highest occupied orbital energy (alpha / beta) = -8.957 / -8.633 eV
LUMO (alpha / beta) = -0.42 / -0.73 eV

```
! wB97M-V def2-TZVPD RIJCOSX def2/J DEFGRID3
* xyz 0 1
N -2.67930 -1.04874 0.12465
N -1.08224 0.95585 0.13137
N -0.48174 -0.07112 0.18045
O -2.87625 0.08459 0.11953
O -0.90105 2.14096 0.09521
H 0.53073 -0.17416 0.18750
*
```

So, what does the Löwdin scheme give us? The charges, in e, come out as: 0.141, -0.322, 0.085, -0.021, 0.019, 0.098

=====

A structure of composition C39H35N10O2Pb, computed with ωB97M-V/def2-TZVPD.

Orbital gap = 0.2670 hartree
Highest occupied orbital energy = -10.853 eV
LUMO = -3.59 eV

```
! wB97M-V def2-TZVPD RIJCOSX def2/J DEFGRID3
* xyz 1 1
Pb -0.13760 0.08259 -0.03015
C -2.78226 1.94072 -3.13739
C -2.04132 2.03448 -4.31437
C -0.79918 1.45248 -4.36953
C -0.29079 0.77084 -3.25633
N -0.99464 0.73119 -2.11114
C -2.21366 1.30057 -2.06647
N 0.93338 0.15988 -3.43913
C 1.50089 -0.67468 -2.65115
N 1.10531 -1.17115 -1.40820
C 2.06558 -2.05780 -0.96667
N 2.14649 -2.72840 0.12785
C 1.31549 -2.65956 1.22041
C 1.50727 -3.68351 2.16567
C 0.78725 -3.70290 3.33104
C -0.12351 -2.67441 3.57496
C -0.26444 -1.69397 2.62876
N 0.41437 -1.68317 1.45908
C 3.10993 -2.18321 -2.00238
C 4.25233 -2.95965 -2.04739
C 5.05448 -2.83071 -3.17451
C 4.71491 -1.95666 -4.20903
C 3.56119 -1.18436 -4.15162
C 2.77429 -1.32132 -3.02440
H -3.76731 2.37381 -3.04643
H -2.43689 2.55766 -5.17468
H -0.18354 1.48514 -5.25578
H -2.73261 1.23846 -1.11998
H 2.24854 -4.43262 1.93105
H 0.93801 -4.49317 4.05460
H -0.69841 -2.62319 4.48794
H -0.91941 -0.85590 2.80897
H 4.50537 -3.62983 -1.23763
H 5.96139 -3.41512 -3.25430
H 5.36628 -1.87970 -5.06933
H 3.28705 -0.50229 -4.94428
C -4.29381 -0.59632 1.90994
C -3.02462 -0.68546 1.13104
N -2.15396 0.26059 1.10585
N -2.34784 1.39581 1.80452
C -1.56530 2.36788 1.32765
O -0.85729 2.23662 0.28561
C -1.52128 3.64532 2.06976
C -2.21815 3.80205 3.26515
C -2.08471 4.97489 3.98950
C -1.26137 5.99204 3.52177
C -0.57262 5.83879 2.32597
C -0.70019 4.66583 1.59904
C -2.75195 -1.87641 0.29331
C -3.56530 -3.00044 0.33167
C -3.29254 -4.04952 -0.53166
C -2.23280 -3.94139 -1.41588
C -1.46322 -2.78990 -1.38650
N -1.71581 -1.79085 -0.54643
H -4.35705 0.36970 2.39844
H -4.32787 -1.38281 2.66744
H -5.15800 -0.73261 1.25745
H -2.84807 2.99926 3.62230
H -2.62074 5.09757 4.92133
H -1.16073 6.90823 4.08897
H 0.06868 6.63129 1.96386
H -0.15367 4.52066 0.67706
H -4.39732 -3.04987 1.01827
H -3.90791 -4.93905 -0.51666
H -1.99845 -4.73026 -2.11578
H -0.61670 -2.65646 -2.04504
N 2.72177 1.84335 -0.07911
C 1.71806 1.27831 -0.04507
O 0.47915 1.03220 2.50162
C 1.53989 1.39900 3.02959
C 1.61348 2.67888 3.81541
C 1.88527 2.45613 5.31185
C 3.35564 2.22778 5.65061
C 3.96881 0.97826 5.02529
C 3.95481 0.98292 3.50018
N 2.65314 0.66296 2.92294
H 0.66214 3.18521 3.66764
H 2.39640 3.31192 3.38560
H 1.28051 1.61691 5.67034
H 1.53253 3.33732 5.84944
H 3.47223 2.17782 6.73493
H 3.92802 3.10145 5.32067
H 3.44204 0.08442 5.37464
H 5.00414 0.88215 5.35843
H 4.64753 0.23735 3.11347
H 4.29246 1.94881 3.11464
H 2.56774 -0.18211 2.38108
*
```

Here are the Löwdin charges for atoms 1 to 8, given in e: 1.397, -0.035, -0.031, 0.014, -0.291, 0.034, -0.120, 0.187

=====

A cluster of 2 separate species, C4H6O2 in total, computed with ωB97M-V/def2-TZVPD.

Orbital gap = 0.3449 hartree
Highest occupied orbital energy = -8.889 eV
LUMO = 0.50 eV
Structure (SMILES) = O=C=C1COC1.[H][H]

```
! wB97M-V def2-TZVPD RIJCOSX def2/J DEFGRID3
* xyz 0 1
O -2.71892 0.81605 -0.68855
C -1.71276 0.33152 -0.33610
C -0.59620 -0.21991 0.05615
C 0.40762 -0.02177 1.17090
O 1.18055 -1.12656 0.67999
C 0.29044 -1.34812 -0.42256
H 0.96090 2.49284 -0.94733
H 0.54352 1.88453 -1.04943
H 0.97209 0.91770 1.12684
H 0.04270 -0.19823 2.18953
H -0.15318 -2.34972 -0.39138
H 0.78324 -1.17834 -1.38806
*
```

Here are the Löwdin charges for atoms 1 to 8, given in e: 0.168, -0.132, -0.201, -0.146, -0.106, -0.135, 0.056, 0.031

=====

The molecule C9H11NS in a non-equilibrium geometry, computed with ωB97M-V/def2-TZVPD.

Orbital gap = 0.2890 hartree
Highest occupied orbital energy = -7.761 eV
LUMO = 0.10 eV

```
! wB97M-V def2-TZVPD RIJCOSX def2/J DEFGRID3
* xyz 0 1
C 1.70876 1.74504 0.40206
C 0.43613 1.29753 -0.77082
C -1.60530 -0.21771 0.21882
C 2.08553 -0.89982 -0.40328
C 0.98225 -0.94938 0.70949
C 1.38215 0.37800 0.04102
C 3.54059 -1.26607 -0.17296
C -3.84531 1.05437 -0.12733
C -3.08815 -0.26085 -0.10698
N 0.52866 2.29231 0.12971
S -0.70347 -1.56474 0.53617
H 2.66290 2.26960 0.28008
H 1.72746 -1.16997 -1.28975
H 1.31471 -1.05865 1.72616
H 4.06436 -0.72937 -0.90833
H 3.68704 -2.37588 -0.17561
H 3.97540 -0.95043 0.77514
H -4.68736 1.01964 0.57811
H -4.27496 1.25267 -1.14410
H -3.15673 1.92192 0.19107
H -3.29220 -0.77568 -1.10530
H -3.44247 -1.01250 0.61665
*
```

Here are the Löwdin charges for atoms 1 to 8, given in e: -0.102, 0.034, -0.379, -0.225, -0.409, -0.367, -0.047, -0.136

=====

A structure of composition C28H26BrHfI2N5O, computed with ωB97M-V/def2-TZVPD.

Orbital gap = 0.2447 hartree
Highest occupied orbital energy = -13.252 eV
LUMO = -6.59 eV

```
! wB97M-V def2-TZVPD RIJCOSX def2/J DEFGRID3
* xyz 2 1
Hf 0.10900 -0.46327 -0.88226
C -4.09807 0.94165 -2.02671
C -2.80624 0.22301 -1.87870
N -1.99083 0.37393 -0.90151
N -2.31033 1.23481 0.14348
C -1.42882 1.07208 1.08594
O -0.39846 0.25438 0.94351
C -1.52007 1.80210 2.35905
C -2.58893 2.66683 2.59538
C -2.64543 3.38255 3.77901
C -1.63873 3.23589 4.72629
C -0.57712 2.37013 4.49640
C -0.51428 1.65110 3.31223
C -2.36994 -0.81009 -2.85747
C -3.18652 -1.25552 -3.87340
C -2.75123 -2.30878 -4.67413
C -1.52250 -2.88596 -4.42149
C -0.74503 -2.36888 -3.39773
N -1.14266 -1.34282 -2.64334
H -4.22491 1.66246 -1.22727
H -4.92302 0.22567 -2.00013
H -4.14163 1.44711 -2.99416
H -3.36885 2.77215 1.85376
H -3.47512 4.05014 3.96756
H -1.68887 3.79156 5.65353
H 0.19155 2.24581 5.24785
H 0.29866 0.95944 3.13564
H -4.15574 -0.80461 -4.02929
H -3.37890 -2.67975 -5.47354
H -1.15704 -3.72102 -5.00180
H 0.22691 -2.78916 -3.17099
I 2.15177 -0.33252 -3.77632
C 1.63752 1.65320 -4.26458
I -0.30187 2.17653 -3.63204
H 1.68722 1.76417 -5.34033
H 2.33979 2.30141 -3.75713
Br -1.19190 -2.77146 0.20902
C 0.36460 -3.62701 0.90843
C 0.20227 -4.75505 1.64833
C 1.36036 -5.39103 2.15115
C 2.59366 -4.87098 1.88915
C 2.73959 -3.69108 1.11781
C 4.01766 -3.14104 0.84442
C 4.14280 -1.99625 0.11636
C 2.99513 -1.33604 -0.37927
C 1.71171 -1.83478 -0.17675
C 1.60242 -3.03010 0.59920
H -0.78028 -5.15870 1.84961
H 1.25288 -6.28937 2.74295
H 3.48388 -5.35590 2.26951
H 4.89467 -3.64901 1.22677
H 5.12409 -1.58798 -0.08848
H 3.15998 -0.42698 -0.94551
C 0.78899 4.28802 0.99526
N 1.68563 3.11611 0.94309
C 2.72260 2.96166 1.98322
C 1.53184 2.21032 0.04882
N 1.39468 1.38117 -0.76330
H 1.37539 5.19330 0.85360
H 0.29841 4.29492 1.96806
H 0.04062 4.20068 0.21182
H 3.45000 3.76450 1.88352
H 3.21104 1.99857 1.86195
H 2.23598 3.00778 2.95596
*
```

Here are the Löwdin charges for atoms 1 to 8, given in e: 1.421, 0.011, -0.291, -0.089, 0.121, -0.399, -0.252, -0.166

=====

Relative energy (zero: lowest compared OMol25 entry of this formula, charge and spin) values, unit eV, following the record order: 3.0520 4.6400 0.5599 3.6946 7.5302 0.2954.
M values, unit g mol⁻¹, following the record order: 957.4 75.0 883.0 86.1 165.3 960.8.